Model i:
Formula: C5H11NO2
Source: the OMol25 dataset
Level of theory: ωB97M-V/def2-TZVPD

```
19
Properties=species:S:1:pos:R:3:nbo_charge:R:1
C -0.79 0.12 2.56 -0.414
C 0.58 0.70 2.65 -0.642
C -1.44 0.43 1.17 -0.203
N -0.90 -0.42 0.11 -0.628
C -0.62 0.25 -1.15 -0.313
C 0.60 -0.36 -1.82 0.784
O 1.73 0.29 -1.44 -0.707
O 0.63 -1.26 -2.61 -0.571
H -1.42 0.53 3.35 0.210
H -0.89 -0.97 2.64 0.200
H 1.25 0.27 3.42 0.215
H 0.58 1.71 3.06 0.222
H 1.16 0.41 1.77 0.215
H -2.54 0.38 1.16 0.185
H -1.19 1.46 0.99 0.168
H -0.18 -1.03 0.48 0.368
H -1.51 0.18 -1.76 0.212
H -0.28 1.30 -1.08 0.196
H 2.55 -0.10 -1.76 0.502
```

Calculated values
Structure (SMILES) ... CCCNCC(=O)O
Highest occupied orbital energy ... -0.330 Ha
HOMO-LUMO gap ... 9.69 eV

=====

Model ii:
Formula: C5H11NO2
Source: the OMol25 dataset
Level of theory: ωB97M-V/def2-TZVPD

```
19
Properties=species:S:1:pos:R:3:nbo_charge:R:1
C -0.16 0.13 -1.78 -0.648
C 0.87 -1.65 -0.34 -0.646
C -0.19 -0.58 -0.44 0.307
O -1.44 -0.97 -0.02 -0.595
H 1.87 -1.25 -0.51 0.218
H 0.81 0.57 -1.99 0.211
H -0.91 0.92 -1.83 0.219
H -0.39 -0.61 -2.55 0.211
H 0.83 -2.16 0.62 0.204
H 0.65 -2.40 -1.10 0.218
C -0.01 0.63 0.87 0.299
N 0.50 1.88 0.44 -0.839
C -1.46 0.47 0.92 -0.080
O 0.71 0.14 1.98 -0.718
H 0.40 -0.75 2.19 0.474
H 1.48 1.80 0.19 0.373
H 0.43 2.57 1.18 0.365
H -1.93 0.07 1.81 0.208
H -2.05 1.20 0.37 0.218
```

Calculated values
Structure (SMILES) ... CC1(C)OC[C@@]1(N)O
Highest occupied orbital energy ... -0.320 Ha
HOMO-LUMO gap ... 9.51 eV

=====

Ranking the structures above from most stable to least stable yields model i, model ii.